Below is the molecule C5H8O2 in a non-equilibrium geometry, with properties calculated with ωB97M-V/def2-TZVPD.

Results
Lowest unoccupied orbital energy (eV): 0.700
Relative energy (zero: lowest compared OMol25 entry of this formula, charge and spin) (kcal/mol): 106.6
Electronic energy (eV): -9405.2076
Structure (SMILES): OC1[C@@H]2COC[C@@H]12

The geometry in XYZ format:
```
15
C5H8O2 (ωB97M-V/def2-TZVPD)
C -1.4706 -0.1963 0.4891
C -0.2266 -0.7658 -0.2054
C 1.2428 -1.0633 -0.0277
C 0.7795 1.3683 -0.0857
C -0.2055 0.5350 0.6155
H -2.5925 -0.5292 -1.1142
H -1.9296 -0.5884 1.3906
H -0.4030 -0.4428 -1.2400
H 1.6386 -1.4622 0.8824
H 1.7064 -1.6741 -0.8458
H 1.2572 2.2350 0.4291
H 0.5071 1.7056 -1.1170
H 0.2338 0.2617 1.5471
O -2.3611 0.3276 -0.4450
O 1.8236 0.2891 -0.2729
```

These are the Mulliken partial charges, in e, on atoms 1 to 6: atom 1 (C): 0.076, atom 2 (C): -0.059, atom 3 (C): -0.544, atom 4 (C): -0.545, atom 5 (C): 0.044, atom 6 (H): 0.345